[1]
Below is a cluster of 2 separate species, C2H3BrClF in total in a non-equilibrium geometry, with properties calculated with ωB97M-V/def2-TZVPD.

Geometry as XYZ:
```
8
Properties=species:S:1:pos:R:3:mulliken_charge:R:1
C -1.214 -0.542 0.563 -0.5697
C -0.724 0.605 0.101 0.2931
F -1.419 1.321 -0.818 -0.2189
Br 0.851 1.705 0.496 -0.0858
H -0.732 -1.014 1.382 0.2715
H -2.147 -0.849 0.296 0.3134
Cl 3.269 -0.558 -0.748 -0.2339
H 2.116 -0.667 -1.272 0.2303
```

Values from the calculation:
ΔE to the lowest compared entry with this formula, charge and spin: 97.11 kJ/mol
Net charge: 0
Lowest unoccupied orbital energy: 0.58 eV
Structure (SMILES): C=C(F)Br.Cl
Max |F|: 3.7 eV/A

=====

[2]
Below is an isolated molecule of C2H3BrClF in a non-equilibrium geometry, with properties calculated with ωB97M-V/def2-TZVPD.

Geometry as XYZ:
```
8
Properties=species:S:1:pos:R:3:mulliken_charge:R:1
C -0.896 0.258 0.104 -1.0228
C 0.800 -0.223 -0.167 0.4188
F 0.897 -0.290 -1.439 -0.1531
Cl 1.085 -1.800 0.551 -0.1232
Br 2.022 1.228 0.372 -0.1242
H -1.229 1.184 -0.237 0.3704
H -1.438 -0.498 -0.412 0.3440
H -1.242 0.141 1.227 0.2902
```

Values from the calculation:
ΔE to the lowest compared entry with this formula, charge and spin: 91.49 kJ/mol
Net charge: 0
Lowest unoccupied orbital energy: 0.52 eV
Structure (SMILES): C[C@](F)(Cl)Br
Max |F|: 5.6 eV/A